No. 1
Here is a 12-piece molecular cluster, C52H124N4O20 overall in a non-equilibrium geometry from the Open Molecules 2025 dataset. Energies are from wB97M-V/def2-TZVPD.

Atoms and positions in Å:
C  4.604  -12.574  -1.692
C  3.643  -11.897  -2.726
C  3.978  -12.177  -4.220
C  2.282  -12.657  -2.282
C  1.034  -11.851  -2.720
C  1.141  -10.418  -2.123
C  2.397  -9.635  -2.653
C  2.241  -9.069  -4.083
C  2.429  -8.392  -1.711
N  3.586  -10.462  -2.445
O  4.764  -9.827  -2.680
H  4.422  -13.640  -1.561
H  5.596  -12.308  -2.058
H  4.462  -12.150  -0.698
H  3.929  -13.258  -4.350
H  3.422  -11.636  -4.986
H  5.046  -12.023  -4.377
H  2.358  -13.651  -2.723
H  2.296  -12.778  -1.198
H  1.025  -11.811  -3.810
H  0.075  -12.342  -2.549
H  1.129  -10.389  -1.034
H  0.208  -9.904  -2.352
H  3.175  -8.624  -4.427
H  1.318  -8.491  -4.146
H  1.963  -9.867  -4.771
H  1.574  -7.764  -1.962
H  3.316  -7.795  -1.922
H  2.222  -8.678  -0.680
H  5.146  -9.791  -1.800
C  -1.278  0.724  0.158
C  -0.229  1.856  0.404
C  1.093  1.208  0.328
C  -0.438  2.752  -0.875
C  0.153  4.241  -0.797
C  -0.393  4.867  0.494
C  0.009  4.068  1.806
C  1.488  4.173  2.212
C  -0.792  4.681  2.950
N  -0.413  2.671  1.659
O  -0.278  1.920  2.808
H  -1.373  0.407  -0.881
H  -1.100  -0.155  0.778
H  -2.227  1.139  0.498
H  1.300  0.703  -0.615
H  1.945  1.868  0.488
H  1.057  0.475  1.134
H  -0.155  2.245  -1.797
H  -1.518  2.858  -0.977
H  1.237  4.280  -0.906
H  -0.200  4.932  -1.562
H  -1.443  5.142  0.390
H  0.074  5.844  0.619
H  1.779  5.217  2.328
H  2.168  3.790  1.451
H  1.706  3.536  3.070
H  -1.013  5.746  2.873
H  -0.321  4.539  3.922
H  -1.758  4.192  3.078
H  -1.146  1.822  3.205
C  0.874  -6.441  8.918
C  -0.178  -7.379  8.280
C  -1.352  -6.464  7.735
C  0.454  -8.023  7.094
C  1.190  -9.347  7.406
C  0.418  -10.309  8.263
C  -0.004  -9.593  9.594
C  -1.067  -10.515  10.222
C  1.234  -9.480  10.551
N  -0.719  -8.327  9.307
O  -1.434  -7.676  10.374
H  1.590  -7.092  9.420
H  1.429  -5.805  8.229
H  0.559  -5.964  9.846
H  -1.004  -5.831  6.918
H  -2.182  -7.079  7.387
H  -1.746  -5.794  8.500
H  -0.331  -8.220  6.365
H  1.069  -7.328  6.523
H  1.520  -9.953  6.561
H  2.107  -9.132  7.954
H  1.112  -11.123  8.473
H  -0.464  -10.684  7.746
H  -1.368  -10.210  11.224
H  -0.595  -11.494  10.293
H  -1.931  -10.566  9.559
H  1.252  -8.607  11.204
H  2.181  -9.511  10.011
H  1.370  -10.396  11.125
H  -2.340  -7.713  10.059
C  2.782  -0.800  -9.979
C  4.307  -0.735  -10.071
C  4.911  -0.724  -8.654
C  4.772  -2.171  -10.733
C  4.508  -2.302  -12.303
C  5.022  -1.001  -12.943
C  4.616  0.412  -12.382
C  5.572  1.422  -12.999
C  3.219  0.855  -12.998
N  4.823  0.466  -10.879
O  4.364  1.645  -10.419
H  2.297  -1.295  -10.820
H  2.569  -1.495  -9.166
H  2.327  0.187  -9.892
H  4.584  -1.577  -8.060
H  5.999  -0.700  -8.714
H  4.644  0.215  -8.168
H  5.845  -2.316  -10.609
H  4.385  -3.045  -10.209
H  5.034  -3.131  -12.775
H  3.485  -2.536  -12.596
H  4.470  -1.057  -13.882
H  6.105  -1.098  -13.023
H  5.444  1.445  -14.081
H  6.622  1.361  -12.711
H  5.251  2.426  -12.722
H  2.793  1.844  -12.830
H  2.450  0.207  -12.576
H  3.147  0.649  -14.066
H  5.047  1.982  -9.835
O  -0.252  6.413  -9.914
C  -0.297  6.663  -8.522
C  0.659  7.820  -8.156
O  -0.058  8.991  -8.444
H  0.645  6.137  -10.113
H  -1.319  6.839  -8.185
H  0.012  5.816  -7.909
H  1.583  7.700  -8.722
H  1.012  7.806  -7.125
H  -0.104  9.008  -9.403
O  -6.862  -0.216  -8.832
C  -5.747  0.567  -8.508
C  -5.584  0.622  -6.909
O  -6.669  1.315  -6.347
H  -7.609  0.173  -8.371
H  -4.852  0.069  -8.882
H  -5.899  1.597  -8.831
H  -4.641  1.119  -6.682
H  -5.599  -0.367  -6.450
H  -6.471  1.241  -5.410
O  -4.645  5.138  9.727
C  -5.320  6.321  10.141
C  -4.436  7.546  9.854
O  -4.632  8.662  10.755
H  -4.090  4.974  10.493
H  -6.238  6.440  9.565
H  -5.638  6.376  11.182
H  -4.483  7.899  8.824
H  -3.401  7.241  10.007
H  -3.809  8.767  11.238
O  -1.797  13.137  -3.668
C  -2.709  12.687  -2.659
C  -3.892  13.676  -2.652
O  -4.814  13.431  -1.618
H  -1.947  12.619  -4.463
H  -3.013  11.649  -2.794
H  -2.223  12.704  -1.683
H  -4.508  13.568  -3.545
H  -3.619  14.731  -2.655
H  -5.114  14.267  -1.254
O  3.355  13.100  5.368
C  2.141  13.162  6.160
C  1.390  11.813  6.074
O  2.177  10.891  6.762
H  4.029  13.294  6.024
H  2.497  13.496  7.134
H  1.423  13.915  5.834
H  1.150  11.639  5.025
H  0.397  11.907  6.513
H  3.027  10.902  6.317
O  5.851  3.889  9.389
C  4.947  2.767  9.430
C  3.533  3.412  9.639
O  3.430  3.743  10.986
H  5.933  4.139  10.313
H  4.920  2.330  8.432
H  5.280  2.028  10.159
H  2.719  2.783  9.280
H  3.457  4.323  9.046
H  3.781  4.631  11.079
O  -7.141  5.214  0.380
C  -8.120  6.198  0.540
C  -7.401  7.508  1.139
O  -7.142  7.268  2.521
H  -6.355  5.568  0.802
H  -8.332  6.375  -0.514
H  -8.925  5.918  1.220
H  -8.080  8.360  1.107
H  -6.514  7.717  0.542
H  -6.555  7.955  2.846
O  -7.897  -0.329  3.287
C  -7.167  -1.320  3.918
C  -6.627  -0.705  5.257
O  -5.655  0.336  5.108
H  -7.330  0.446  3.280
H  -7.800  -2.183  4.123
H  -6.345  -1.716  3.322
H  -6.253  -1.501  5.901
H  -7.510  -0.308  5.759
H  -5.662  0.921  5.869

energy	-102830.0179	eV
net charge	0
E_HOMO	-8.008	eV
SMILES	CC1(C)CCCC(C)(C)N1O.CC1(C)CCCC(C)(C)N1O.CC1(C)CCCC(C)(C)N1O.CC1(C)CCCC(C)(C)N1O.OCCO.OCCO.OCCO.OCCO.OCCO.OCCO.OCCO.OCCO
ΔE to the lowest compared entry with this formula, charge and spin	687.1	kJ/mol
2S+1	1

---

No. 2
Here is a 14-piece molecular cluster, C52H132N26O6P6 overall in a non-equilibrium geometry from the Open Molecules 2025 dataset. Energies are from wB97M-V/def2-TZVPD.

Atoms and positions in Å:
O  4.184  7.843  2.126
P  2.793  7.439  1.785
N  2.186  8.344  0.428
C  1.223  7.837  -0.587
C  2.219  9.805  0.532
N  1.755  7.835  3.125
C  0.299  7.627  2.984
C  2.121  8.880  4.081
N  2.600  5.730  1.395
C  3.682  4.867  1.806
C  1.344  5.036  1.121
H  1.606  6.922  -1.040
H  1.117  8.592  -1.366
H  0.202  7.731  -0.221
H  2.528  10.315  -0.381
H  3.006  10.101  1.225
H  1.226  10.181  0.779
H  -0.233  8.569  2.844
H  0.046  6.808  2.312
H  0.025  7.201  3.949
H  1.468  8.922  4.953
H  3.146  8.685  4.397
H  2.157  9.898  3.691
H  4.589  5.465  1.890
H  3.414  4.323  2.711
H  3.921  4.168  1.004
H  1.496  4.147  0.509
H  0.679  5.660  0.524
H  0.792  4.766  2.021
O  -2.021  6.871  0.440
P  -2.821  5.873  -0.248
N  -4.139  6.563  -1.049
C  -5.313  5.822  -1.588
C  -4.161  7.996  -1.245
N  -3.532  4.753  0.820
C  -2.609  3.893  1.585
C  -4.868  4.886  1.468
N  -2.031  4.974  -1.440
C  -2.715  3.866  -2.105
C  -1.022  5.646  -2.206
H  -6.211  6.263  -1.157
H  -5.149  4.775  -1.329
H  -5.399  5.988  -2.662
H  -3.684  8.197  -2.204
H  -3.725  8.549  -0.413
H  -5.217  8.220  -1.393
H  -1.606  3.757  1.179
H  -2.423  4.345  2.559
H  -3.070  2.948  1.871
H  -4.824  5.639  2.255
H  -5.605  5.298  0.778
H  -5.133  3.907  1.865
H  -2.085  3.013  -2.357
H  -3.501  3.572  -1.409
H  -3.191  4.256  -3.005
H  -0.146  5.870  -1.598
H  -1.450  6.538  -2.665
H  -0.689  4.981  -3.003
O  -3.743  -1.883  -0.883
P  -4.548  -1.791  -2.113
N  -4.765  -3.340  -2.908
C  -3.837  -4.439  -2.665
C  -5.791  -3.654  -3.920
N  -3.872  -0.667  -3.358
C  -4.509  -0.392  -4.661
C  -2.748  0.204  -3.026
N  -6.080  -1.196  -1.870
C  -6.348  0.187  -1.705
C  -6.949  -1.998  -0.997
H  -4.388  -5.379  -2.702
H  -3.342  -4.439  -1.694
H  -3.043  -4.517  -3.407
H  -5.570  -4.657  -4.286
H  -5.808  -2.955  -4.756
H  -6.816  -3.757  -3.563
H  -5.574  -0.474  -4.443
H  -4.367  0.670  -4.861
H  -4.228  -1.168  -5.374
H  -3.091  1.096  -2.503
H  -2.109  -0.243  -2.265
H  -2.105  0.405  -3.882
H  -7.395  0.462  -1.834
H  -5.992  0.322  -0.684
H  -5.606  0.783  -2.236
H  -6.877  -3.047  -1.285
H  -8.022  -1.808  -1.036
H  -6.529  -1.968  0.009
O  1.852  -0.787  1.339
P  0.691  -0.347  0.467
N  -0.675  0.209  1.281
C  -2.049  0.488  0.696
C  -0.411  1.035  2.493
N  0.007  -1.534  -0.622
C  -0.778  -2.674  -0.059
C  0.807  -1.947  -1.792
N  1.229  0.980  -0.561
C  2.509  1.689  -0.309
C  0.387  1.776  -1.345
H  -2.682  0.623  1.573
H  -2.369  -0.308  0.025
H  -2.105  1.409  0.115
H  -0.883  0.515  3.326
H  -1.011  1.935  2.361
H  0.620  1.308  2.717
H  -0.123  -3.455  0.329
H  -1.559  -2.395  0.648
H  -1.266  -3.120  -0.926
H  1.383  -2.834  -1.531
H  0.147  -2.225  -2.614
H  1.531  -1.201  -2.118
H  3.222  0.924  -0.004
H  2.934  2.052  -1.245
H  2.351  2.422  0.482
H  1.028  2.327  -2.033
H  -0.236  2.419  -0.722
H  -0.233  1.130  -1.966
O  5.726  0.415  -0.019
P  5.821  -0.445  1.132
N  4.862  -1.803  1.053
C  4.075  -2.115  -0.187
C  4.633  -2.900  2.034
N  5.465  0.200  2.716
C  5.476  -0.511  3.987
C  5.159  1.671  2.884
N  7.365  -1.068  1.378
C  8.504  -0.293  1.917
C  7.822  -2.073  0.482
H  4.562  -2.882  -0.789
H  3.980  -1.299  -0.903
H  3.077  -2.490  0.039
H  3.613  -2.823  2.411
H  5.440  -2.885  2.767
H  4.834  -3.870  1.579
H  5.661  0.231  4.764
H  4.508  -1.005  4.073
H  6.256  -1.266  4.085
H  4.637  2.009  1.988
H  4.435  1.793  3.689
H  6.018  2.301  3.113
H  8.871  0.327  1.099
H  8.196  0.324  2.762
H  9.261  -1.032  2.179
H  8.162  -1.571  -0.424
H  7.004  -2.678  0.091
H  8.549  -2.739  0.947
O  -0.506  -5.499  2.633
P  -0.485  -5.508  4.122
N  -0.170  -3.936  4.677
C  -1.130  -2.874  4.314
C  1.219  -3.417  4.464
N  0.786  -6.422  4.787
C  1.091  -7.779  4.259
C  1.061  -6.365  6.255
N  -1.902  -6.044  4.984
C  -2.811  -7.021  4.372
C  -2.087  -5.860  6.437
H  -2.134  -3.081  4.684
H  -1.179  -2.746  3.232
H  -0.856  -1.910  4.744
H  1.389  -2.474  4.985
H  1.280  -3.382  3.376
H  1.928  -4.181  4.783
H  0.183  -8.377  4.340
H  1.497  -7.562  3.271
H  1.873  -8.292  4.818
H  0.441  -7.094  6.776
H  2.125  -6.337  6.490
H  0.604  -5.444  6.618
H  -2.726  -8.006  4.831
H  -3.837  -6.705  4.565
H  -2.643  -6.953  3.297
H  -1.765  -6.741  6.991
H  -3.145  -5.866  6.697
H  -1.700  -4.868  6.669
C  -4.881  -2.093  2.314
C  -5.610  -0.839  1.984
N  -6.172  0.134  1.765
H  -5.529  -2.968  2.363
H  -4.415  -1.982  3.293
H  -4.099  -2.226  1.566
C  3.709  0.774  -3.788
C  3.321  0.040  -5.041
N  3.125  -0.480  -6.031
H  3.109  0.464  -2.933
H  3.583  1.854  -3.872
H  4.765  0.571  -3.606
C  -1.040  -1.608  -5.812
C  -1.585  -0.589  -6.741
N  -2.028  0.149  -7.550
H  -1.486  -2.596  -5.926
H  -0.988  -1.413  -4.741
H  0.010  -1.675  -6.094
C  3.741  -3.770  -3.790
C  4.220  -4.209  -5.076
N  4.587  -4.529  -6.118
H  3.201  -2.833  -3.928
H  4.621  -3.426  -3.246
H  3.182  -4.523  -3.234
C  2.475  -5.882  1.308
C  2.487  -7.153  0.635
N  2.555  -8.209  0.069
H  2.330  -5.886  2.389
H  1.742  -5.214  0.857
H  3.472  -5.491  1.107
C  0.986  -5.030  -6.244
C  0.260  -4.594  -5.040
N  -0.365  -4.298  -4.140
H  0.278  -5.280  -7.034
H  1.477  -5.947  -5.919
H  1.651  -4.229  -6.569
C  -0.901  -6.893  -0.476
C  -2.125  -7.679  -0.699
N  -3.011  -8.362  -0.927
H  -1.190  -6.017  -1.056
H  -0.075  -7.322  -1.043
H  -0.691  -6.714  0.579
C  1.005  2.840  -6.818
C  0.747  2.110  -5.598
N  0.526  1.490  -4.629
H  0.835  2.172  -7.663
H  2.030  3.212  -6.836
H  0.275  3.648  -6.778

energy	-162820.8943	eV
net charge	+1
E_HOMO (alpha / beta)	-9.700 / -9.700	eV
2S+1	2